Density functional theory data (the ωB97M-V functional and the def2-TZVPD basis) for a cluster of 4 separate species, H9NO3 in total in a non-equilibrium geometry.

Each line ends with the Löwdin charge.
Element x y z (Å)
N -0.99 0.27 2.44  0.031
H -1.64 0.10 3.18  0.000
H -1.03 -0.37 1.67  -0.026
H -0.80 1.21 2.16  0.004
H 2.40 -0.14 0.20  0.046
H 1.66 0.42 1.41  0.030
O 1.73 0.51 0.45  -0.062
H 0.39 0.39 -1.40  -0.008
H 0.12 0.28 -2.83  0.024
O 0.83 0.10 -2.21  -0.082
H -0.89 -1.46 -0.54  0.048
H -2.20 -1.04 -1.25  0.048
O -1.48 -0.72 -0.70  -0.052

Properties
Frontier orbital gap ... 10.1 eV
SMILES ... N.O.O.O
ΔE to the lowest compared entry with this formula, charge and spin ... 54.41 kJ/mol